(1)
A molecular structure, C26H40Br33ClN2O5P2S. Source: the Open Molecules 2025 dataset; level of theory: ωB97M-V/def2-TZVPD.

```
! RIJCOSX wB97M-V def2-TZVPD def2/J DEFGRID3
* xyz 0 1
C 5.05 -2.58 -0.78
C 5.16 -1.86 -2.12
C 5.06 -0.37 -2.00
O 3.72 -0.02 -1.83
C 3.54 1.37 -1.65
C 2.86 1.65 -0.33
C 3.89 1.33 0.75
C 2.62 3.13 -0.07
O 3.01 4.07 -0.67
N 1.88 3.12 1.09
C 1.06 1.93 1.21
C -0.41 2.50 1.28
C -0.80 3.08 2.63
O -0.28 3.99 3.13
Cl -2.25 2.40 3.40
P 1.14 1.04 2.87
N 2.47 -0.03 2.85
O -0.17 0.04 2.66
C 1.42 1.12 -0.12
C 1.41 -0.39 0.05
C 1.02 -1.20 -1.16
C 1.05 -2.69 -0.88
O 1.34 -2.96 0.48
C 2.04 -4.19 0.62
P 0.30 1.78 -1.46
S 0.64 1.34 -3.32
H 4.29 -2.16 -0.15
H 4.78 -3.60 -0.96
H 5.99 -2.61 -0.28
H 6.13 -2.07 -2.52
H 4.44 -2.24 -2.81
H 5.70 -0.02 -1.20
H 5.41 0.05 -2.93
H 4.51 1.82 -1.59
H 3.06 1.82 -2.50
H 4.11 0.28 0.78
H 3.61 1.61 1.74
H 4.81 1.82 0.53
H 1.51 3.99 1.43
H -1.15 1.76 1.04
H -0.50 3.37 0.67
H 2.29 -0.89 2.35
H 2.64 -0.27 3.81
H -0.57 -0.06 3.52
H 2.37 -0.73 0.37
H 0.73 -0.69 0.83
H 0.01 -0.94 -1.42
H 1.60 -0.97 -2.03
H 0.07 -3.10 -1.10
H 1.75 -3.17 -1.54
H 1.65 -4.94 -0.04
H 3.07 -4.01 0.37
H 1.92 -4.52 1.63
H -0.97 1.30 -1.09
H 0.28 3.17 -1.32
C 0.76 7.17 4.55
Br -0.21 8.74 4.01
Br 2.37 6.96 3.51
Br 1.14 7.19 6.44
H 0.13 6.32 4.35
C -2.06 -2.68 -2.90
Br -3.49 -2.05 -4.03
Br -0.35 -2.57 -3.78
Br -2.05 -1.76 -1.21
H -2.26 -3.72 -2.69
C -4.56 7.25 4.17
Br -2.94 6.20 4.09
Br -5.48 7.00 5.84
Br -4.23 9.11 3.81
H -5.21 6.89 3.39
C -5.87 0.12 -0.33
Br -5.41 0.96 -1.99
Br -4.49 0.36 0.99
Br -7.59 0.72 0.32
H -5.95 -0.94 -0.52
C 3.95 -7.70 1.05
Br 4.32 -6.27 2.30
Br 2.49 -8.80 1.64
Br 3.67 -7.04 -0.74
H 4.83 -8.32 1.02
C -6.42 9.51 0.50
Br -5.98 7.64 0.59
Br -7.40 9.92 -1.11
Br -7.35 10.10 2.07
H -5.49 10.06 0.45
C -8.95 0.81 -3.72
Br -8.37 2.59 -4.17
Br -10.84 0.59 -3.96
Br -7.94 -0.53 -4.67
H -8.74 0.67 -2.67
C -13.09 3.09 -0.91
Br -12.03 4.25 -2.01
Br -14.62 2.41 -1.85
Br -12.02 1.66 -0.18
H -13.45 3.67 -0.08
C 1.44 -11.72 -1.58
Br 3.20 -11.84 -0.81
Br 0.07 -12.17 -0.30
Br 1.14 -9.99 -2.37
H 1.39 -12.45 -2.37
C 4.87 -14.89 -3.11
Br 3.05 -14.48 -3.59
Br 5.56 -16.35 -4.15
Br 6.00 -13.33 -3.24
H 4.87 -15.20 -2.08
C 5.91 8.34 1.80
Br 7.03 7.68 3.21
Br 4.84 6.93 1.02
Br 4.82 9.82 2.39
H 6.55 8.72 1.02
*
```

Values from the calculation:
- Orbital gap: 8.11 eV
- Energy: -87983.813578 a.u.

***

(2)
A molecular structure, C26H40CaS4Si2Te. Source: the Open Molecules 2025 dataset; level of theory: ωB97M-V/def2-TZVPD.

```
! RIJCOSX wB97M-V def2-TZVPD def2/J DEFGRID3
* xyz 0 1
Ca 12.54 9.74 10.57
C 11.69 10.40 6.93
C 13.22 10.54 7.19
S 13.66 11.42 8.71
C 15.55 11.55 9.01
C 16.36 10.30 9.31
S 15.74 9.31 10.66
C 15.72 7.70 9.89
C 14.73 7.18 8.80
S 12.94 6.97 9.35
C 11.78 7.06 7.98
C 10.53 7.89 8.32
S 10.69 9.73 8.30
H 11.57 9.76 6.06
H 11.18 11.32 6.62
H 13.62 11.12 6.36
H 13.64 9.54 7.22
H 15.58 12.16 9.95
H 15.95 12.23 8.17
H 17.31 10.71 9.69
H 16.46 9.64 8.43
H 15.42 7.06 10.74
H 16.74 7.53 9.69
H 14.97 6.21 8.40
H 14.76 7.86 7.98
H 11.46 6.03 7.71
H 12.28 7.32 7.04
H 10.17 7.59 9.34
H 9.69 7.74 7.60
C 11.31 7.14 15.34
Si 10.94 8.93 15.82
C 11.86 9.37 17.41
C 9.23 9.49 16.23
C 8.56 9.21 17.40
C 7.26 9.62 17.51
C 6.58 10.35 16.55
C 7.25 10.68 15.36
C 8.60 10.28 15.22
Si 9.46 10.88 13.61
C 9.01 12.70 13.45
C 8.73 9.68 12.32
H 11.89 6.71 16.18
H 11.89 7.04 14.49
H 10.45 6.52 15.31
H 11.88 8.48 18.02
H 11.25 10.15 17.92
H 12.88 9.77 17.26
H 9.04 8.60 18.15
H 6.81 9.46 18.49
H 5.55 10.69 16.64
H 6.70 11.28 14.62
H 9.51 13.11 12.58
H 9.37 13.23 14.32
H 7.85 12.77 13.33
H 9.46 8.91 11.98
H 8.42 10.34 11.46
H 7.88 9.08 12.76
C 12.20 13.68 14.17
Te 11.98 10.23 13.76
C 14.40 12.58 15.57
C 13.29 12.95 16.30
C 13.12 12.75 17.65
C 11.86 12.81 18.28
C 10.79 13.32 17.56
C 10.96 13.67 16.21
C 12.13 13.47 15.53
H 11.40 14.09 13.57
H 13.20 13.73 13.76
H 14.48 12.68 14.52
H 15.17 12.06 16.05
H 14.01 12.42 18.19
H 11.77 12.42 19.29
H 9.81 13.40 17.98
H 10.12 14.07 15.64
*
```

Values from the calculation:
- Orbital gap (spin up / spin down): 2.97 / 3.46 eV
- Energy above the lowest of the compared OMol25 structures with the same formula, charge and spin: 76.0 kJ/mol
- Energy: -4131.881427 a.u.

***

(3)
6 unconnected molecules or ions with the total composition C26H40Cl15N4O4S. Source: the Open Molecules 2025 dataset; level of theory: ωB97M-V/def2-TZVPD.

```
! RIJCOSX wB97M-V def2-TZVPD def2/J DEFGRID3
* xyz 1 1
C -3.39 0.41 -3.61
O -2.63 -0.60 -4.36
C -1.18 -0.41 -4.22
C -0.71 -1.16 -2.80
C 0.94 -1.15 -2.60
C 1.39 -0.69 -1.06
C 1.75 -2.00 -0.10
C 2.23 -1.56 1.41
C 1.05 -1.90 2.50
C 1.53 -2.97 3.67
C 0.23 -3.48 4.55
N -0.90 -2.43 4.56
N -1.93 -2.78 3.76
C -2.95 -1.74 3.82
C -4.31 -2.10 2.92
C -3.85 -2.71 1.43
C -3.29 -1.54 0.41
O -1.80 -1.60 0.36
C -3.00 -0.34 4.58
O -4.17 0.55 4.47
C -1.70 -0.02 5.50
C -1.50 1.33 6.39
C -1.71 2.69 5.45
C -0.99 3.99 6.22
N -0.11 5.01 5.47
O -1.25 4.15 7.52
C -0.67 -1.26 5.40
N 0.61 -1.17 6.23
C 0.20 -1.49 7.51
S 0.00 -1.81 9.20
H -4.32 0.78 -4.23
H -2.75 1.38 -3.35
H -3.78 -0.01 -2.59
H -0.65 -0.97 -5.12
H -0.83 0.70 -4.15
H -1.13 -2.27 -2.78
H -1.16 -0.50 -1.92
H 1.42 -0.39 -3.38
H 1.37 -2.24 -2.74
H 0.54 -0.02 -0.62
H 2.39 -0.05 -1.19
H 0.74 -2.63 -0.05
H 2.58 -2.70 -0.58
H 3.29 -2.01 1.72
H 2.40 -0.38 1.37
H 0.71 -0.86 2.96
H 0.08 -2.36 2.02
H 2.23 -2.39 4.43
H 2.06 -3.94 3.21
H 0.54 -3.78 5.66
H -0.13 -4.50 4.06
H -4.92 -2.99 3.42
H -4.96 -1.16 2.68
H -3.06 -3.57 1.51
H -4.84 -3.14 0.91
H -3.68 -0.46 0.70
H -3.63 -1.77 -0.71
H -1.49 -2.56 0.37
H -4.07 1.19 3.69
H -0.36 1.38 6.74
H -2.14 1.37 7.38
H -1.10 2.59 4.42
H -2.85 2.91 5.24
H -0.72 5.48 4.74
H 0.59 4.44 4.93
C 5.73 0.68 -2.49
Cl 5.08 1.12 -0.90
Cl 4.77 -0.62 -3.21
Cl 5.76 2.10 -3.56
H 6.75 0.33 -2.35
C -0.14 3.79 -4.21
Cl 1.13 4.25 -5.35
Cl -1.64 3.40 -5.07
Cl 0.38 2.42 -3.21
H -0.34 4.64 -3.55
C 3.04 1.97 -7.52
Cl 4.31 2.43 -8.66
Cl 1.54 1.58 -8.38
Cl 3.56 0.60 -6.52
H 2.84 2.82 -6.86
C 3.12 -0.47 -11.05
Cl 4.40 -0.01 -12.19
Cl 1.63 -0.87 -11.91
Cl 3.64 -1.84 -10.05
H 2.92 0.38 -10.39
C 1.07 3.18 0.74
Cl 0.45 4.03 2.16
Cl 2.56 2.30 1.14
Cl -0.15 2.07 0.09
H 1.31 3.92 -0.03
*
```

Values from the calculation:
- Orbital gap: 6.22 eV
- Energy above the lowest of the compared OMol25 structures with the same formula, charge and spin: 1403.8 kJ/mol
- Energy: -8834.903852 a.u.

***

(4)
A molecular structure, C26H40F12Ge2N6O10S4Sn. Source: the Open Molecules 2025 dataset; level of theory: ωB97M-V/def2-TZVPD.

```
! RIJCOSX wB97M-V def2-TZVPD def2/J DEFGRID3
* xyz 2 1
Sn 0.01 0.06 -1.13
F 4.79 2.10 1.46
C 3.85 2.95 1.07
F 3.25 3.48 2.13
F 4.38 3.90 0.33
S 2.58 2.04 0.06
O 2.38 0.68 0.74
O 1.36 2.78 0.14
N 3.29 1.91 -1.26
S 3.21 0.81 -2.41
O 2.29 -0.26 -2.06
O 3.16 1.42 -3.68
C 4.88 0.03 -2.22
F 5.81 0.91 -2.52
F 4.94 -1.01 -3.04
F 5.03 -0.38 -0.97
N -1.54 1.93 -0.51
C -1.76 2.59 -1.81
C -2.45 3.94 -1.81
C -3.03 4.21 -3.20
C -3.37 5.66 -3.47
N -2.13 6.45 -3.48
C -1.88 7.59 -2.86
N -2.83 8.26 -2.22
N -0.63 8.07 -2.86
C -0.37 2.72 -2.47
O 0.02 3.74 -2.98
O 0.33 1.61 -2.42
H -2.42 1.61 -0.11
H -1.09 2.56 0.15
H -2.32 1.87 -2.42
H -1.69 4.69 -1.59
H -3.23 4.01 -1.04
H -3.91 3.58 -3.38
H -2.29 3.91 -3.95
H -4.05 6.06 -2.72
H -3.85 5.76 -4.44
H -1.36 6.02 -3.96
H -3.80 8.01 -2.31
H -2.63 9.15 -1.79
H 0.12 7.56 -3.29
H -0.42 8.97 -2.45
C 2.69 0.36 5.18
C 2.98 0.77 3.73
Ge 1.59 0.24 2.48
C -0.13 1.17 2.50
C -0.88 0.92 3.81
C 1.32 -1.66 2.69
C 0.72 -2.78 2.25
Ge 0.03 -3.29 0.48
C -1.27 -4.74 0.45
C -0.80 -6.19 0.58
C 1.43 -3.08 -0.86
C 2.37 -4.29 -0.76
C 0.69 -3.93 3.20
C 1.31 -5.14 2.90
C 1.33 -6.17 3.82
C 0.71 -6.02 5.05
C 0.07 -4.83 5.36
C 0.06 -3.79 4.44
H 3.46 0.77 5.84
H 2.71 -0.73 5.32
H 1.73 0.73 5.54
H 3.92 0.31 3.39
H 3.12 1.85 3.68
H -0.71 0.78 1.66
H 0.03 2.24 2.33
H -1.01 -0.14 4.00
H -1.88 1.37 3.77
H -0.37 1.36 4.66
H 1.71 -1.81 3.71
H -1.75 -4.63 -0.52
H -1.99 -4.48 1.22
H -0.08 -6.46 -0.19
H -1.66 -6.84 0.47
H -0.36 -6.40 1.55
H 1.99 -2.17 -0.62
H 1.02 -3.00 -1.86
H 2.86 -4.36 0.22
H 3.17 -4.19 -1.50
H 1.86 -5.23 -0.96
H 1.82 -5.28 1.95
H 1.84 -7.10 3.58
H 0.72 -6.83 5.77
H -0.43 -4.71 6.31
H -0.45 -2.86 4.67
F -4.15 -3.06 0.74
C -4.07 -2.87 -0.57
F -5.13 -2.23 -1.00
F -3.93 -4.03 -1.18
S -2.54 -1.77 -0.87
O -1.73 -1.88 0.38
O -3.06 -0.46 -1.13
N -1.53 -2.32 -1.95
S -2.14 -2.67 -3.44
O -3.54 -2.42 -3.46
O -1.55 -3.86 -3.92
C -1.34 -1.29 -4.38
F -1.84 -0.12 -3.97
F -1.55 -1.44 -5.67
F -0.02 -1.28 -4.13
*
```

Values from the calculation:
- Orbital gap: 8.05 eV
- Energy above the lowest of the compared OMol25 structures with the same formula, charge and spin: 77.3 kJ/mol
- Energy: -9254.454236 a.u.

***

(5)
6 unconnected molecules or ions with the total composition C26H40F16O10S4. Source: the Open Molecules 2025 dataset; level of theory: ωB97M-V/def2-TZVPD.

```
! RIJCOSX wB97M-V def2-TZVPD def2/J DEFGRID3
* xyz 0 1
C -2.69 2.71 -1.66
C -4.11 3.20 -1.32
C -4.80 3.64 -2.62
S -3.82 2.99 -3.99
O -3.07 4.06 -4.59
O -4.66 2.17 -4.81
C -2.74 1.98 -2.99
H -2.33 2.01 -0.90
H -1.99 3.55 -1.68
H -4.04 3.97 -0.55
H -4.65 2.36 -0.87
H -4.80 4.72 -2.73
H -5.80 3.24 -2.70
H -1.77 1.86 -3.47
H -3.27 1.03 -2.85
C 0.49 -4.61 -3.00
C 1.42 -5.11 -4.12
C 2.24 -3.92 -4.59
S 1.23 -2.44 -4.40
O 0.69 -2.06 -5.68
O 1.96 -1.48 -3.63
C -0.03 -3.24 -3.41
H 1.04 -4.59 -2.06
H -0.38 -5.26 -2.86
H 0.84 -5.54 -4.94
H 2.06 -5.89 -3.72
H 2.71 -4.00 -5.57
H 3.08 -3.75 -3.90
H -0.90 -3.31 -4.06
H -0.34 -2.56 -2.61
C 1.65 1.11 -1.59
C 1.13 1.95 -0.41
C 1.24 3.44 -0.78
S 2.26 3.51 -2.26
O 3.32 4.47 -2.06
O 1.46 3.63 -3.45
C 2.87 1.82 -2.12
H 0.88 1.12 -2.37
H 1.80 0.07 -1.34
H 1.73 1.71 0.47
H 0.11 1.67 -0.15
H 1.80 3.95 0.00
H 0.28 3.90 -0.99
H 3.68 1.88 -1.40
H 3.23 1.51 -3.09
C -6.18 0.18 0.75
C -6.64 1.04 1.94
C -8.03 0.52 2.24
S -7.93 -1.28 2.00
O -8.91 -1.67 1.04
O -7.80 -1.95 3.27
C -6.28 -1.23 1.24
H -5.22 0.46 0.31
H -6.86 0.43 -0.07
H -6.66 2.10 1.67
H -5.92 0.92 2.75
H -8.75 0.82 1.48
H -8.47 0.71 3.21
H -6.18 -2.09 0.57
H -5.66 -1.41 2.12
C -0.86 -3.01 0.86
C -1.34 -1.65 0.35
C -1.76 -0.71 1.49
F -0.68 -0.25 2.14
F -2.44 0.35 0.98
F -0.42 -1.04 -0.42
F -2.42 -1.90 -0.42
O 0.08 -2.99 1.94
C 1.42 -3.08 1.66
C 2.06 -3.05 3.04
F 3.32 -3.52 3.06
F 2.06 -1.79 3.55
F 1.69 -4.28 1.08
F 1.82 -2.14 0.81
H -0.49 -3.66 0.06
H -1.72 -3.52 1.30
H -2.41 -1.25 2.18
H 1.47 -3.64 3.74
C 7.34 1.82 3.43
C 7.35 2.58 4.74
C 7.44 1.66 5.95
F 8.61 0.95 5.81
F 7.51 2.35 7.10
F 8.48 3.34 4.72
F 6.29 3.41 4.82
O 6.10 1.14 3.32
C 5.87 0.56 2.14
C 4.57 -0.21 2.23
F 3.60 0.56 2.76
F 4.19 -0.67 1.02
F 5.81 1.48 1.14
F 6.86 -0.32 1.81
H 8.16 1.11 3.42
H 7.53 2.53 2.63
H 6.65 0.91 5.99
H 4.68 -1.08 2.89
*
```

Values from the calculation:
- Orbital gap: 9.90 eV
- Energy above the lowest of the compared OMol25 structures with the same formula, charge and spin: 0.0 kJ/mol
- Energy: -4957.673813 a.u.
- SMILES string: FC(F)C(F)(F)COC(F)(F)C(F)F.FC(F)C(F)(F)COC(F)(F)C(F)F.O=S1(=O)CCCC1.O=S1(=O)CCCC1.O=S1(=O)CCCC1.O=S1(=O)CCCC1